Record 1
Formula: C32H48As2Ca2F15NO26
Source: OMol25
Level of theory: ωB97M-V with the def2-TZVPD basis set

Its maximum force is 0.09453 hartree/bohr. As for the charge: 0. The value obtained for the total energy is -10584.25068 a.u.

```
126
Properties=species:S:1:pos:R:3:lowdin_charge:R:1
Ca 17.786 -2.196 -10.879 1.640
Ca 19.129 -5.734 -9.734 1.566
As 15.481 -5.659 -11.416 0.856
F 16.264 -5.714 -12.978 -0.238
F 15.003 -7.318 -11.734 -0.216
F 14.793 -5.675 -9.804 -0.224
F 16.096 -3.980 -11.280 -0.360
F 13.939 -5.074 -11.959 -0.233
F 17.039 -6.303 -10.752 -0.348
As 21.203 -2.587 -8.730 0.865
F 21.451 -0.961 -8.117 -0.235
F 22.005 -2.143 -10.221 -0.218
F 20.857 -4.174 -9.364 -0.330
F 20.308 -3.020 -7.263 -0.253
F 19.543 -2.025 -9.439 -0.448
F 22.650 -3.144 -7.965 -0.212
C 19.610 -4.581 -12.746 -0.358
O 19.628 -5.904 -12.189 -0.170
O 19.171 -3.889 -11.598 -0.449
C 20.793 -4.084 -13.572 -0.523
F 20.808 -4.589 -14.803 0.164
F 20.735 -2.743 -13.811 0.127
F 21.964 -4.274 -12.936 0.159
C 19.125 -6.918 -13.089 -0.209
C 18.739 -8.182 -12.247 -0.042
H 17.738 -8.256 -11.841 0.064
H 18.939 -9.061 -12.864 0.079
H 19.530 -8.274 -11.495 0.068
H 19.940 -7.049 -13.802 0.114
H 18.188 -6.956 -13.648 0.091
H 18.721 -4.412 -13.362 0.137
N 17.239 -8.134 -8.253 -0.563
O 16.724 -9.269 -8.153 0.003
O 18.136 -7.909 -9.126 -0.215
O 16.675 -7.186 -7.669 -0.042
C 20.377 -0.729 -16.743 -0.013
C 19.061 -0.175 -16.275 -0.252
C 17.799 -0.908 -16.837 -0.084
O 17.166 -1.379 -15.690 0.086
C 17.945 -1.314 -14.627 -0.583
O 17.716 -1.927 -13.610 0.075
O 18.961 -0.521 -14.860 0.112
H 20.584 -0.440 -17.776 0.098
H 20.246 -1.813 -16.730 0.086
H 21.227 -0.384 -16.160 0.101
H 19.003 0.885 -16.521 0.152
H 17.983 -1.628 -17.634 0.134
H 17.175 -0.094 -17.212 0.136
C 15.365 -8.996 -14.911 -0.006
C 15.241 -10.316 -14.072 -0.285
C 16.618 -10.865 -13.695 -0.095
O 16.576 -10.827 -12.280 0.070
C 15.384 -10.448 -11.856 -0.580
O 15.024 -10.565 -10.717 0.169
O 14.707 -9.833 -12.851 0.071
H 14.550 -8.282 -14.811 0.084
H 15.284 -9.258 -15.971 0.082
H 16.367 -8.636 -14.692 0.055
H 14.772 -11.110 -14.655 0.146
H 17.448 -10.341 -14.165 0.118
H 16.625 -11.910 -14.008 0.130
C 25.115 -8.353 -7.115 -0.021
C 24.082 -7.329 -7.471 -0.306
C 24.514 -6.333 -8.635 0.000
O 23.255 -6.345 -9.357 0.068
C 22.400 -7.233 -8.930 -0.560
O 21.247 -7.285 -9.300 0.064
O 22.957 -7.976 -7.974 0.121
H 25.789 -8.481 -7.966 0.084
H 24.722 -9.338 -6.865 0.094
H 25.746 -8.081 -6.269 0.089
H 23.895 -6.739 -6.569 0.158
H 25.266 -6.744 -9.306 0.133
H 24.626 -5.282 -8.394 0.110
C 25.260 -1.390 -12.649 -0.003
C 24.874 -2.630 -11.803 -0.318
C 25.483 -3.973 -12.188 -0.069
O 25.704 -4.515 -10.901 0.051
C 25.805 -3.534 -9.989 -0.559
O 26.276 -3.669 -8.894 0.147
O 25.504 -2.364 -10.578 0.083
H 24.589 -0.589 -12.343 0.082
H 25.076 -1.508 -13.721 0.076
H 26.313 -1.119 -12.611 0.089
H 23.799 -2.715 -11.621 0.126
H 26.358 -3.792 -12.815 0.143
H 24.727 -4.666 -12.558 0.136
C 19.071 -11.701 -6.980 0.006
C 19.575 -12.122 -8.417 -0.301
C 19.792 -11.021 -9.435 -0.116
O 20.984 -11.421 -10.067 0.078
C 21.593 -12.375 -9.322 -0.559
O 22.649 -12.904 -9.523 0.144
O 20.901 -12.546 -8.188 0.069
H 19.198 -12.456 -6.205 0.076
H 17.981 -11.713 -7.056 0.076
H 19.566 -10.747 -6.828 0.085
H 18.968 -12.930 -8.832 0.154
H 19.731 -9.955 -9.223 0.114
H 18.841 -11.185 -9.959 0.135
C 15.153 -5.319 -16.851 -0.015
C 16.549 -5.431 -17.464 -0.300
C 17.569 -4.756 -16.569 -0.088
O 18.183 -5.886 -15.954 0.022
C 17.833 -7.054 -16.554 -0.551
O 18.273 -8.142 -16.295 0.140
O 16.913 -6.799 -17.496 0.102
H 14.317 -5.685 -17.455 0.086
H 14.890 -4.258 -16.925 0.086
H 14.917 -5.726 -15.868 0.090
H 16.587 -4.932 -18.431 0.153
H 17.264 -4.164 -15.707 0.132
H 18.317 -4.266 -17.198 0.126
C 21.999 -7.561 -16.644 -0.013
C 22.833 -6.448 -17.314 -0.306
C 22.003 -5.469 -18.155 -0.104
O 22.407 -4.213 -17.658 0.033
C 23.378 -4.343 -16.654 -0.535
O 23.954 -3.426 -16.173 0.164
O 23.527 -5.642 -16.366 0.093
H 21.875 -8.490 -17.189 0.094
H 21.210 -7.112 -16.038 0.067
H 22.660 -7.844 -15.813 0.090
H 23.572 -7.088 -17.801 0.148
H 20.941 -5.688 -18.055 0.122
H 22.288 -5.625 -19.197 0.132
```

=====

Record 2
Formula: C32H48BN12Pb
Source: OMol25
Level of theory: ωB97M-V with the def2-TZVPD basis set

Its maximum force is 0.00855 hartree/bohr. As for the charge: +3. The value obtained for the total energy is -2122.19075 a.u.

```
94
Properties=species:S:1:pos:R:3:lowdin_charge:R:1
Pb -0.778 0.455 0.365 1.428
C 1.152 -2.579 -4.720 0.033
C 0.042 -1.976 -3.971 -0.135
C -1.287 -1.813 -4.312 0.093
C -1.888 -1.156 -3.262 -0.122
N -0.913 -0.923 -2.258 0.149
N 0.199 -1.410 -2.683 0.064
B 1.541 -1.284 -1.865 -0.491
N 1.356 -2.143 -0.533 0.078
N 0.455 -1.935 0.357 0.101
C 0.537 -2.969 1.319 -0.119
C 1.601 -3.787 0.985 0.092
C 2.128 -3.302 -0.187 -0.129
C 3.250 -3.771 -1.011 0.031
C -0.449 -3.071 2.422 -0.534
C -0.254 -4.384 3.182 -0.024
C -0.235 -1.868 3.372 -0.006
C -1.875 -3.015 1.843 -0.014
N 1.922 0.149 -1.606 0.016
N 1.077 1.098 -1.059 -0.029
C 1.686 2.281 -1.179 -0.225
C 2.932 2.107 -1.792 0.064
C 3.050 0.768 -2.057 -0.232
C 4.165 0.052 -2.737 0.010
C 1.085 3.599 -0.742 -0.531
C 1.102 4.548 -1.949 -0.017
C 1.932 4.191 0.392 -0.008
C -0.358 3.450 -0.266 -0.083
C -3.279 -0.686 -3.034 -0.544
C -3.251 0.837 -2.816 -0.015
C -3.823 -1.388 -1.776 -0.016
C -4.155 -1.024 -4.241 -0.025
H 0.809 -2.920 -5.693 0.113
H 1.572 -3.428 -4.175 0.107
H 1.960 -1.857 -4.856 0.109
H -1.742 -2.130 -5.234 0.146
H 2.381 -1.831 -2.491 0.104
H 1.930 -4.657 1.526 0.146
H 3.750 -4.595 -0.509 0.114
H 3.968 -2.970 -1.192 0.102
H 2.898 -4.116 -1.986 0.110
H 0.702 -4.409 3.705 0.104
H -0.323 -5.249 2.522 0.103
H -1.040 -4.479 3.930 0.106
H 0.811 -1.740 3.654 0.103
H -0.809 -2.064 4.278 0.113
H -0.605 -0.939 2.937 0.032
H -2.080 -3.871 1.200 0.106
H -2.066 -2.101 1.276 0.032
H -2.583 -3.035 2.672 0.111
H 3.649 2.871 -2.035 0.137
H 4.985 0.746 -2.904 0.103
H 3.860 -0.340 -3.708 0.092
H 4.546 -0.776 -2.139 0.082
H 2.106 4.655 -2.357 0.090
H 0.762 5.537 -1.642 0.103
H 0.446 4.197 -2.747 0.100
H 2.942 4.413 0.048 0.099
H 2.004 3.510 1.244 0.073
H 1.487 5.124 0.739 0.104
H -0.979 2.924 -0.999 0.062
H -0.812 4.432 -0.132 0.115
H -0.415 2.979 0.725 0.025
H -2.602 1.128 -1.986 0.030
H -4.261 1.175 -2.586 0.107
H -2.913 1.364 -3.708 0.105
H -3.198 -1.207 -0.898 0.036
H -3.901 -2.466 -1.921 0.103
H -4.821 -1.003 -1.569 0.106
H -3.797 -0.535 -5.147 0.102
H -5.170 -0.672 -4.059 0.105
H -4.207 -2.099 -4.411 0.102
N -3.890 1.672 2.015 0.188
C -2.898 1.965 2.871 -0.435
N -3.242 2.590 3.984 0.197
C -2.232 2.865 4.816 -0.398
N -2.503 3.492 5.948 0.220
N -0.925 2.543 4.589 0.197
C -0.713 1.927 3.458 -0.308
N -1.629 1.594 2.534 0.014
C 0.709 1.556 3.171 -0.209
C 1.708 1.890 4.072 0.035
C 3.015 1.527 3.796 0.010
C 3.285 0.843 2.620 -0.007
C 2.238 0.561 1.765 -0.131
N 0.971 0.904 2.027 -0.018
H -4.825 1.955 2.259 0.129
H -3.730 1.215 1.139 0.072
H -3.450 3.759 6.159 0.135
H -1.759 3.719 6.586 0.131
H 1.438 2.427 4.969 0.127
H 3.810 1.777 4.486 0.134
H 4.290 0.542 2.362 0.125
H 2.422 0.062 0.823 0.093
```

=====

Record 3
Formula: C32H48IN6PtSi2
Source: OMol25
Level of theory: ωB97M-V with the def2-TZVPD basis set

Its maximum force is 0.01292 hartree/bohr. As for the expectation value of S²: 6.036. As for the charge: +1. The value obtained for the total energy is -2572.41585 a.u. The spin multiplicity is 5.

```
90
Properties=species:S:1:pos:R:3:lowdin_charge:R:1
Pt 0.141 0.690 0.864 0.719
I -1.363 2.491 2.690 1.248
C -2.051 3.440 0.996 -0.596
C -2.898 4.534 1.185 -0.138
C -3.429 5.180 0.091 -0.042
C -3.123 4.740 -1.193 0.000
C -2.267 3.663 -1.391 -0.167
C -1.966 3.237 -2.720 0.017
C -1.071 2.201 -2.941 -0.054
C -0.476 1.559 -1.884 -0.123
C -0.778 1.880 -0.492 -0.260
C -1.686 2.979 -0.274 -0.245
H -3.139 4.864 2.185 0.096
H -4.088 6.025 0.234 0.118
H -3.549 5.237 -2.053 0.122
H -2.427 3.760 -3.545 0.120
H -0.822 1.912 -3.953 0.115
H 0.271 0.807 -2.067 0.058
C 3.828 0.947 1.716 -0.194
Si 2.074 0.981 2.405 0.476
C 2.017 2.443 3.594 -0.262
C 1.858 -0.605 3.423 -0.311
C 2.865 -0.888 4.351 -0.099
C 2.800 -1.995 5.178 -0.073
C 1.716 -2.854 5.087 -0.074
C 0.716 -2.596 4.166 -0.100
C 0.763 -1.478 3.326 -0.308
Si -0.695 -1.245 2.136 0.467
C -2.254 -0.922 3.146 -0.242
C -0.963 -2.872 1.241 -0.195
H 4.514 1.211 2.521 0.038
H 4.001 1.649 0.903 -0.007
H 4.088 -0.050 1.364 0.033
H 2.953 2.461 4.155 0.032
H 1.209 2.348 4.318 -0.007
H 1.912 3.403 3.091 0.019
H 3.722 -0.231 4.436 0.100
H 3.589 -2.189 5.891 0.107
H 1.652 -3.722 5.729 0.107
H -0.119 -3.283 4.108 0.096
H -2.605 -1.876 3.543 0.039
H -3.070 -0.483 2.574 -0.004
H -2.049 -0.272 3.995 0.004
H -1.107 -3.644 1.999 0.033
H -0.113 -3.160 0.625 0.023
H -1.850 -2.850 0.613 0.017
C -5.331 -0.917 -1.144 -0.154
C -4.510 -0.537 0.073 -0.190
N -3.134 -0.363 -0.340 0.075
C -2.502 -1.163 -1.254 -0.400
N -1.210 -1.117 -1.296 0.053
C -0.517 -1.900 -2.294 -0.242
C -1.381 -2.213 -3.506 -0.153
C -2.683 -2.819 -3.024 -0.152
N -3.301 -1.925 -2.063 -0.040
C -4.708 -2.148 -1.772 -0.152
H -5.326 -0.094 -1.861 0.123
H -6.363 -1.124 -0.864 0.121
H -4.605 -1.317 0.842 0.118
H -4.854 0.401 0.511 0.123
H -2.486 0.085 0.295 0.055
H -0.160 -2.837 -1.845 0.106
H 0.377 -1.350 -2.609 0.089
H -0.872 -2.895 -4.186 0.118
H -1.596 -1.290 -4.051 0.118
H -2.504 -3.807 -2.579 0.133
H -3.384 -2.955 -3.850 0.124
H -4.827 -3.011 -1.103 0.131
H -5.201 -2.400 -2.713 0.124
C 2.740 2.436 -1.198 -0.045
N 3.463 1.220 -1.491 -0.151
C 4.884 1.418 -1.733 -0.047
C 2.945 -0.001 -1.217 -0.450
N 1.856 -0.164 -0.526 0.053
N 3.686 -1.076 -1.691 -0.167
C 3.986 -1.127 -3.116 -0.048
C 3.435 -2.383 -1.117 -0.057
H 2.954 3.171 -1.975 0.103
H 3.040 2.855 -0.232 0.082
H 1.674 2.247 -1.174 0.037
H 5.251 2.193 -1.056 0.094
H 5.074 1.746 -2.758 0.093
H 5.435 0.503 -1.539 0.095
H 1.577 -1.138 -0.538 0.032
H 3.989 -0.130 -3.543 0.080
H 3.234 -1.724 -3.645 0.093
H 4.964 -1.581 -3.280 0.098
H 3.340 -2.309 -0.036 0.092
H 4.284 -3.028 -1.341 0.098
H 2.534 -2.859 -1.527 0.085
```

=====

Record 4
Formula: C32H48O16
Source: OMol25
Level of theory: ωB97M-V with the def2-TZVPD basis set

Its maximum force is 0.02907 hartree/bohr. As for the charge: 0. The value obtained for the total energy is -2452.05082 a.u.

```
96
Properties=species:S:1:pos:R:3:lowdin_charge:R:1
O -6.220 -4.519 2.366 0.136
C -5.281 -3.960 1.906 -0.483
O -4.987 -2.678 2.243 0.032
C -3.740 -2.262 1.679 -0.152
C -3.444 -3.264 0.563 -0.168
C -4.262 -4.489 0.904 -0.068
H -2.959 -2.309 2.446 0.126
H -3.777 -1.236 1.322 0.102
H -2.368 -3.395 0.413 0.105
H -3.706 -2.823 -0.407 0.099
H -3.714 -5.314 1.358 0.132
H -4.796 -4.906 0.053 0.120
O 4.374 2.036 1.087 0.118
C 4.841 3.134 1.077 -0.482
O 5.483 3.648 0.005 0.031
C 5.856 5.023 0.240 -0.149
C 5.081 5.478 1.477 -0.138
C 4.824 4.136 2.198 -0.073
H 5.639 5.662 -0.616 0.123
H 6.941 5.027 0.374 0.124
H 4.104 5.894 1.243 0.117
H 5.669 6.183 2.059 0.113
H 3.911 4.172 2.786 0.102
H 5.606 3.902 2.927 0.134
O 2.670 3.252 4.674 0.117
C 2.813 2.075 4.801 -0.489
O 2.748 1.239 3.744 0.015
C 2.927 -0.127 4.118 -0.141
C 2.990 -0.175 5.658 -0.137
C 3.028 1.289 6.068 -0.073
H 3.886 -0.446 3.703 0.128
H 2.156 -0.746 3.668 0.114
H 3.885 -0.702 5.985 0.111
H 2.169 -0.748 6.090 0.112
H 3.985 1.566 6.517 0.130
H 2.303 1.606 6.819 0.128
O 0.715 2.855 -4.668 0.144
C 1.334 1.845 -4.717 -0.500
O 0.933 0.749 -5.401 0.021
C 1.966 -0.260 -5.415 -0.143
C 3.195 0.369 -4.744 -0.154
C 2.625 1.553 -3.976 -0.066
H 2.165 -0.575 -6.436 0.119
H 1.565 -1.095 -4.836 0.112
H 3.989 0.579 -5.465 0.110
H 3.701 -0.365 -4.106 0.109
H 3.243 2.449 -3.982 0.125
H 2.459 1.324 -2.925 0.109
O 0.387 -6.463 -3.182 0.126
C -0.553 -5.729 -3.255 -0.485
O -1.828 -6.181 -3.204 0.022
C -2.791 -5.105 -3.057 -0.120
C -1.972 -3.813 -3.065 -0.146
C -0.575 -4.230 -3.486 -0.062
H -3.346 -5.175 -2.122 0.106
H -3.475 -5.284 -3.886 0.127
H -1.988 -3.400 -2.056 0.084
H -2.384 -3.063 -3.738 0.110
H 0.237 -3.706 -2.997 0.104
H -0.471 -4.104 -4.568 0.137
O -0.159 -0.080 -2.306 0.128
C 0.536 -0.344 -1.371 -0.483
O 1.312 0.553 -0.754 0.047
C 1.716 0.095 0.541 -0.137
C 1.430 -1.421 0.593 -0.128
C 0.711 -1.701 -0.739 -0.063
H 1.112 0.597 1.301 0.112
H 2.739 0.363 0.792 0.099
H 0.730 -1.587 1.413 0.101
H 2.310 -2.039 0.746 0.110
H -0.259 -2.170 -0.585 0.106
H 1.295 -2.385 -1.353 0.118
O -2.306 3.244 -3.425 0.136
C -2.775 2.189 -3.136 -0.462
O -3.102 1.292 -4.114 0.024
C -3.251 -0.009 -3.553 -0.180
C -3.664 0.242 -2.106 -0.146
C -2.888 1.512 -1.778 -0.076
H -2.269 -0.484 -3.622 0.101
H -3.976 -0.624 -4.083 0.120
H -3.393 -0.602 -1.469 0.097
H -4.734 0.446 -2.070 0.119
H -1.897 1.257 -1.417 0.099
H -3.420 2.095 -1.031 0.115
O -1.931 0.385 1.289 0.111
C -2.411 1.150 2.067 -0.487
O -3.547 1.824 1.797 0.030
C -3.977 2.584 2.927 -0.145
C -2.746 2.752 3.841 -0.132
C -1.822 1.620 3.374 -0.062
H -4.824 2.114 3.427 0.124
H -4.361 3.546 2.581 0.126
H -3.145 2.613 4.850 0.111
H -2.294 3.739 3.839 0.113
H -1.684 0.850 4.131 0.126
H -0.820 1.987 3.141 0.126
```

=====

> Which of these has the lowest total energy?

C32H48As2Ca2F15NO26

=====

> What is the formula in the fourth record?

C32H48O16